Entry 1:
Below is a molecular structure, C27H40IrN4O3PSe, with properties calculated with ωB97M-V with the def2-TZVPD basis set.

Computed properties:
Gap between HOMO and LUMO ... 5.742 eV
Electronic energy ... -4344.759118 Ha
Lowest unoccupied orbital energy ... 0.4 eV

Each line ends with the Löwdin charge.
Cartesian coordinates (Å):
1 Ir 0.637 -0.184 1.091  0.8828
2 Se 1.454 2.116 1.432  0.1308
3 P 0.105 0.044 -1.239  1.0530
4 O 2.277 -1.427 4.585  0.0622
5 O 0.860 -0.475 3.136  -0.2233
6 O -1.420 0.259 1.308  -0.1978
7 N 0.544 -4.179 2.755  0.0837
8 N 0.089 -2.435 1.509  -0.0472
9 N 2.633 -0.635 1.182  -0.1140
10 N -2.124 1.964 2.688  -0.1086
11 C -1.054 1.925 3.679  -0.0739
12 C -0.882 -1.760 -3.365  -0.0877
13 C 0.991 -3.341 1.799  -0.1851
14 C -3.347 1.990 -2.528  -0.0827
15 C -3.116 3.012 2.898  -0.0346
16 C 3.065 -0.824 2.439  -0.2087
17 C -0.475 -1.639 -1.886  -0.6293
18 C -2.099 3.474 -1.128  -0.0808
19 C -1.164 2.473 -0.895  -0.1428
20 C -0.986 -2.693 2.329  -0.1313
21 C -3.590 1.082 0.972  0.0267
22 C -2.270 1.091 1.702  -0.4528
23 C 2.002 -0.930 3.507  -0.6129
24 C 5.347 -0.728 1.761  -0.0367
25 C -1.300 1.216 -1.484  -0.3354
26 C 1.300 0.731 -2.552  -0.6295
27 C 0.569 1.174 -3.829  -0.0795
28 C -2.412 0.990 -2.296  -0.1018
29 C 1.996 1.982 -1.995  -0.1352
30 C 4.902 -0.507 0.468  -0.0297
31 C 0.676 -2.646 -1.656  -0.1055
32 C 2.352 -0.311 -2.973  -0.0918
33 C 4.406 -0.896 2.760  0.0186
34 C -1.691 -2.056 -1.041  -0.0988
35 C 3.544 -0.461 0.223  -0.1302
36 C -0.720 -3.772 3.109  -0.0645
37 C -3.191 3.242 -1.951  -0.0963
38 H 1.970 -3.422 1.354  0.1351
39 H 3.149 0.205 -3.515  0.0930
40 H 1.320 1.591 -4.507  0.0931
41 H -1.626 -1.039 -3.693  0.0558
42 H 1.935 -1.052 -3.650  0.0632
43 H -1.857 -2.061 2.325  0.1064
44 H -2.580 0.034 -2.764  0.0721
45 H 2.808 -0.859 -2.151  0.0436
46 H -0.373 2.762 3.534  0.0375
47 H -3.915 4.025 -2.141  0.1029
48 H 1.309 2.830 -1.993  0.0742
49 H -1.310 -2.758 -3.505  0.0930
50 H -1.484 -1.989 0.021  0.0208
51 H -0.033 -1.685 -4.039  0.0602
52 H 1.267 -2.779 -2.562  0.0687
53 H -4.439 1.190 1.645  0.0862
54 H 3.167 -0.266 -0.762  0.0561
55 H 5.589 -0.349 -0.351  0.1123
56 H 4.665 -1.064 3.795  0.1260
57 H -1.521 1.968 4.666  0.0970
58 H -1.289 -4.263 3.878  0.1143
59 H -0.163 1.955 -3.631  0.0777
60 H -0.330 2.665 -0.219  -0.0265
61 H 6.405 -0.749 1.986  0.1117
62 H -2.568 -1.445 -1.250  0.0659
63 H 1.078 -4.912 3.187  0.1570
64 H 2.832 2.236 -2.654  0.0867
65 H -1.960 4.440 -0.657  0.1107
66 H 0.264 -3.619 -1.381  0.0857
67 H -3.447 3.438 1.953  0.0872
68 H 2.344 1.896 -0.969  -0.0488
69 H -1.942 -3.093 -1.279  0.0912
70 H 1.344 -2.339 -0.855  0.0311
71 H -3.615 1.898 0.246  0.0671
72 H -3.664 0.145 0.428  0.0864
73 H 0.072 0.356 -4.350  0.0612
74 H -2.643 3.801 3.476  0.0951
75 H -3.983 2.646 3.455  0.0968
76 H -0.481 1.013 3.586  0.0384
77 H -4.198 1.784 -3.165  0.1043

***

Entry 2:
Below is a molecular structure, C37H65As2FeN7O4P2SSe, with properties calculated with ωB97M-V with the def2-TZVPD basis set.

Computed properties:
Energy relative to the best compared isomer or geometry (same formula, charge and spin) ... 9.1 kcal/mol
Gap between HOMO and LUMO (spin up / spin down) ... 7.886 / 7.807 eV
⟨S²⟩ ... 8.77
Total charge ... +1
Spin multiplicity ... 6
Electronic energy ... -11350.434827 Ha
Lowest unoccupied orbital energy (spin up / spin down) ... -1.9 / -2.1 eV

Each line ends with the Löwdin charge.
Cartesian coordinates (Å):
1 Se 1.358 -2.393 -0.612  0.7277
2 As 2.715 0.281 2.591  1.1406
3 As -0.593 -1.527 2.471  1.1453
4 Fe -0.906 -0.761 -0.163  0.5216
5 S -0.736 1.384 1.073  0.6860
6 P -3.859 -1.901 -1.237  0.9408
7 P 2.701 0.951 -2.892  1.0609
8 O 2.256 -2.471 0.727  -0.4835
9 O -0.205 -2.865 -0.341  -0.5463
10 O 2.049 -3.087 -1.906  -0.4722
11 O 1.000 -0.783 -1.008  -0.5931
12 N -1.004 1.087 -2.067  0.1098
13 N -1.651 3.087 -0.980  0.0370
14 N 5.076 -0.326 -2.155  -0.1385
15 N -2.535 -1.191 -0.742  -0.2845
16 N -1.703 3.845 1.061  -0.1257
17 N 5.134 0.753 -4.326  -0.1485
18 N 3.900 -1.318 -4.041  -0.0567
19 C -0.675 -3.462 2.608  -0.2599
20 C -2.145 4.396 -1.011  -0.0258
21 C 0.699 -1.747 6.400  -0.0745
22 C 4.757 -0.462 -4.962  -0.1252
23 C 5.865 0.458 -3.093  -0.1651
24 C 4.676 -1.561 -2.731  -0.0951
25 C -5.757 -3.805 -0.167  -0.0692
26 C 0.578 -1.232 4.026  -0.3774
27 C -3.637 -2.592 -2.973  -0.5848
28 C -4.054 -2.846 1.380  -0.1069
29 C -0.729 0.425 -3.196  -0.1804
30 C 2.873 2.019 3.512  -0.3277
31 C 1.959 -1.179 6.459  -0.0736
32 C 2.507 -0.629 5.317  -0.1250
33 C -3.345 -4.472 -0.310  -0.0805
34 C -4.720 -3.582 -3.418  -0.0710
35 C -1.541 3.939 2.502  -0.0281
36 C -1.483 3.010 -3.396  0.0081
37 C -0.809 0.984 -4.454  -0.0661
38 C -1.377 2.757 0.327  -0.6230
39 C 3.985 1.639 -4.069  -0.3229
40 C -5.208 -0.582 -1.252  -0.5896
41 C 0.024 -1.769 5.194  -0.1391
42 C -3.634 -1.426 -3.972  -0.0880
43 C -1.201 2.309 -4.549  -0.0407
44 C -4.313 -3.302 -0.062  -0.5812
45 C 1.843 -0.637 4.088  -0.4077
46 C 2.568 -0.671 -3.788  -0.2794
47 C -1.364 2.352 -2.170  -0.2419
48 C -4.624 0.715 -1.842  -0.0916
49 C -6.493 -0.952 -1.999  -0.0707
50 C -5.570 -0.250 0.205  -0.0879
51 C 4.528 -0.364 2.991  -0.3176
52 C -2.261 -0.954 3.342  -0.3035
53 C -2.169 4.854 0.245  -0.0238
54 C -2.258 -3.265 -3.071  -0.0776
55 C 3.933 0.418 -1.617  -0.3126
56 H -1.781 4.042 -3.468  0.0985
57 H 5.637 -1.056 -5.210  0.1424
58 H -2.464 4.884 -1.909  0.1123
59 H 6.768 -0.100 -3.348  0.1358
60 H -3.637 0.915 -1.423  0.0471
61 H -2.305 -4.142 -0.343  0.0599
62 H -6.024 -4.139 -1.167  0.0660
63 H 4.368 2.578 -3.664  0.0880
64 H 3.425 -0.183 -0.867  0.0603
65 H 3.322 1.924 4.501  0.0174
66 H -1.052 -3.755 3.587  0.0323
67 H -0.438 -0.608 -3.065  0.0938
68 H 3.511 1.882 -5.024  0.0857
69 H -2.951 -0.635 -3.670  0.0490
70 H 1.987 -1.378 -3.197  0.0459
71 H -6.140 -1.041 0.685  0.0643
72 H 6.154 1.396 -2.622  0.1346
73 H -2.491 5.802 0.636  0.1328
74 H 0.340 -3.829 2.468  0.0400
75 H -6.481 -3.058 0.153  0.0660
76 H 4.170 -0.272 -5.861  0.1394
77 H -4.697 -4.513 -2.858  0.0651
78 H -0.490 4.068 2.758  0.0955
79 H -4.550 0.695 -2.926  0.0632
80 H -2.741 -1.786 3.856  0.0336
81 H 2.511 -1.162 7.390  0.1080
82 H 4.839 -0.128 4.008  0.0103
83 H -0.963 -2.215 5.166  0.0816
84 H 2.091 -0.514 -4.758  0.0943
85 H 3.482 2.693 2.908  0.0148
86 H -1.476 -2.664 -2.610  0.0461
87 H -0.591 0.392 -5.331  0.1129
88 H -4.678 -0.038 0.798  0.0724
89 H 0.243 -2.172 7.284  0.1077
90 H -5.289 1.540 -1.575  0.0882
91 H -3.450 -5.175 0.520  0.0938
92 H -4.535 -3.834 -4.466  0.0950
93 H -2.225 -4.241 -2.598  0.0698
94 H 5.238 0.093 2.306  0.0138
95 H 3.490 -0.178 5.386  0.0769
96 H 5.542 -2.162 -3.012  0.1467
97 H -3.574 -5.021 -1.220  0.0658
98 H -1.301 -3.862 1.816  0.0021
99 H 3.738 -2.230 -4.470  0.1835
100 H -7.221 -0.150 -1.849  0.0941
101 H -2.116 4.792 2.854  0.0967
102 H -4.787 -2.137 1.751  0.0655
103 H 4.002 -2.123 -2.085  0.1124
104 H 4.300 1.318 -1.118  0.0955
105 H -2.025 -0.171 4.061  0.0318
106 H 4.541 -1.442 2.839  0.0281
107 H -3.068 -2.398 1.465  0.0115
108 H -5.864 -4.663 0.502  0.0959
109 H -4.622 -0.996 -4.120  0.0644
110 H -3.300 -1.811 -4.939  0.0926
111 H -2.020 -3.405 -4.129  0.0903
112 H -1.291 2.796 -5.511  0.1178
113 H -5.725 -3.165 -3.357  0.0683
114 H -6.944 -1.872 -1.634  0.0677
115 H -2.942 -0.553 2.594  -0.0070
116 H -1.907 3.026 2.966  0.0738
117 H -6.340 -1.049 -3.073  0.0635
118 H -4.089 -3.726 2.027  0.0988
119 H -6.197 0.644 0.204  0.0890
120 H 1.876 2.448 3.615  0.0026

***

Entry 3:
Below is 2 unconnected molecules or ions with the total composition C2H9NO2, with properties calculated with ωB97M-V with the def2-TZVPD basis set.

Computed properties:
Energy relative to the best compared isomer or geometry (same formula, charge and spin) ... 7.9 kcal/mol
Gap between HOMO and LUMO ... 9.983 eV
Electronic energy ... -286.805863 Ha
Lowest unoccupied orbital energy ... 0.9 eV

Each line ends with the Löwdin charge.
Cartesian coordinates (Å):
1 O -0.161 3.661 1.334  -0.0636
2 O -1.303 -0.069 -0.227  -0.0903
3 N 0.733 -1.335 0.004  -0.1207
4 C 0.119 -0.195 -0.534  -0.2977
5 C 0.739 -2.597 -0.704  -0.1176
6 H 0.151 -0.263 -1.622  0.1204
7 H -0.422 4.411 0.791  0.0330
8 H -0.231 2.883 0.759  0.0198
9 H 1.314 -3.319 -0.120  0.0795
10 H 1.262 -2.505 -1.657  0.0753
11 H -1.400 -0.508 0.626  0.0699
12 H -0.264 -3.000 -0.884  0.0788
13 H 0.588 0.723 -0.174  0.1060
14 H 1.075 -1.324 0.942  0.1072

***

Entry 4:
Below is a molecular structure, C33H32N6OP2RuSe2 at a distorted geometry, with properties calculated with ωB97M-V with the def2-TZVPD basis set.

Computed properties:
Energy relative to the best compared isomer or geometry (same formula, charge and spin) ... 7.1 kcal/mol
Gap between HOMO and LUMO (spin up / spin down) ... 8.524 / 6.265 eV
⟨S²⟩ ... 6.02
Total charge ... +2
Spin multiplicity ... 5
Electronic energy ... -7260.491917 Ha
Lowest unoccupied orbital energy (spin up / spin down) ... -4.9 / -7.1 eV

Each line ends with the Löwdin charge.
Cartesian coordinates (Å):
1 Ru 0.890 1.690 -2.448  0.9516
2 Se 0.305 1.930 4.363  0.6621
3 Se -1.111 0.294 -2.757  0.4447
4 P -0.560 0.341 3.120  0.6983
5 P -0.768 -0.739 -0.866  0.6805
6 O 1.013 2.135 -4.561  -0.1614
7 N -0.473 3.872 -4.341  0.1805
8 N 1.262 2.278 0.415  0.0097
9 N 0.835 1.968 1.614  -0.0552
10 N 2.750 2.624 -2.338  -0.0540
11 N 1.128 3.847 -6.013  0.2125
12 N 0.755 1.387 -0.450  -0.2192
13 C -0.084 -3.496 4.391  -0.0462
14 C 0.118 -1.246 3.572  -0.3670
15 C 3.879 0.519 -3.134  -0.0117
16 C 2.214 4.913 -1.562  -0.0181
17 C 0.416 -2.068 -1.031  -0.3703
18 C -0.684 -2.307 3.993  -0.0845
19 C -4.651 -1.671 -0.161  -0.0578
20 C 0.204 -3.023 -2.029  -0.0777
21 C -2.150 -2.364 0.859  -0.0783
22 C -3.105 0.714 2.109  -0.0776
23 C 4.514 4.086 -2.523  0.0068
24 C 2.096 -2.556 3.951  -0.0523
25 C -2.334 0.336 3.202  -0.3678
26 C -3.508 -1.086 -0.690  -0.1010
27 C -5.087 0.479 3.456  -0.0391
28 C 4.963 2.885 -2.939  0.0020
29 C 1.510 -1.366 3.555  -0.1058
30 C -4.313 0.124 4.557  -0.0434
31 C 0.064 0.850 1.535  -0.4360
32 C -0.006 0.479 0.204  -0.4148
33 C -2.260 -1.429 -0.172  -0.3673
34 C -3.298 -2.933 1.389  -0.0504
35 C 3.853 1.967 -2.817  -0.2673
36 C 1.462 -2.210 -0.123  -0.0792
37 C 0.564 3.243 -4.961  -0.6111
38 C 2.299 -3.317 -0.213  -0.0560
39 C 1.299 -3.616 4.376  -0.0401
40 C 3.128 3.907 -2.148  -0.2777
41 C 2.089 -4.267 -1.202  -0.0480
42 C 1.045 -4.120 -2.112  -0.0475
43 C -2.935 0.058 4.437  -0.0929
44 C -4.545 -2.587 0.878  -0.0416
45 C -4.486 0.776 2.240  -0.0562
46 H 2.254 4.832 -0.469  0.0927
47 H -4.783 -0.088 5.511  0.1211
48 H 3.175 -2.655 3.944  0.1184
49 H -1.136 3.277 -3.886  0.0741
50 H -3.586 -0.370 -1.498  0.0706
51 H -5.439 -3.049 1.282  0.1214
52 H -1.761 -2.217 3.991  0.0950
53 H 2.743 -5.129 -1.271  0.1187
54 H 1.919 3.406 -6.448  0.1308
55 H 1.630 -1.463 0.645  0.0908
56 H -5.623 -1.416 -0.565  0.1208
57 H 2.507 5.925 -1.837  0.0925
58 H -3.220 -3.665 2.185  0.1165
59 H -5.092 1.069 1.392  0.1178
60 H 1.762 -4.538 4.710  0.1202
61 H 1.181 4.728 -1.852  0.0624
62 H 3.928 0.368 -4.213  0.1044
63 H -1.175 -2.662 1.232  0.1051
64 H 2.129 -0.529 3.245  0.1079
65 H 0.889 -4.864 -2.884  0.1195
66 H -6.165 0.539 3.554  0.1205
67 H -0.869 4.698 -4.754  0.1188
68 H -2.332 -0.195 5.304  0.1180
69 H 5.069 5.014 -2.448  0.1268
70 H 3.017 -0.010 -2.759  0.0492
71 H 0.783 4.707 -6.398  0.1245
72 H -2.640 0.966 1.165  0.0986
73 H -0.607 -2.903 -2.736  0.1071
74 H 5.961 2.627 -3.278  0.1283
75 H 3.114 -3.436 0.493  0.1131
76 H -0.699 -4.326 4.719  0.1190
77 H 4.770 0.057 -2.702  0.1013

***

Entry 5:
Below is a molecular structure, C8H6F12N2O12S4Zn at a distorted geometry, with properties calculated with ωB97M-V with the def2-TZVPD basis set.

Computed properties:
Energy relative to the best compared isomer or geometry (same formula, charge and spin) ... 0.0 kcal/mol
Gap between HOMO and LUMO ... 5.489 eV
Total charge ... -2
Electronic energy ... -5891.406966 Ha
Lowest unoccupied orbital energy ... 3.3 eV

Each line ends with the Löwdin charge.
Cartesian coordinates (Å):
1 Zn 0.247 0.275 0.277  0.5109
2 S -1.817 -2.318 -0.485  0.5260
3 S 0.244 -0.656 -3.221  0.5517
4 S -2.681 1.590 -0.930  0.5431
5 S 2.489 -2.213 -0.275  0.5706
6 F -2.310 -3.719 1.761  0.0674
7 F 2.732 -0.061 -3.793  0.1414
8 F 1.380 -0.029 -5.567  0.0921
9 F -2.525 4.122 -0.003  0.1163
10 F 1.336 1.581 -3.965  0.1151
11 F -1.717 3.879 -1.930  0.1268
12 F -3.688 -2.005 1.391  0.1048
13 F 1.500 -2.747 2.156  0.0888
14 F 3.150 -4.118 1.660  0.1245
15 F -3.955 -3.896 0.327  0.1433
16 F 3.580 -2.020 2.156  0.0656
17 F -3.856 3.904 -1.724  0.0882
18 O 1.684 -1.027 0.042  -0.3848
19 O -2.699 -1.656 -1.415  -0.2976
20 O -1.063 -3.388 -1.120  -0.2935
21 O 0.676 -2.067 -3.244  -0.3304
22 O -0.968 -1.294 0.122  -0.3710
23 O -2.769 1.066 -2.316  -0.3001
24 O -1.081 -0.545 -3.831  -0.3222
25 O 1.812 -3.258 -1.085  -0.3010
26 O -3.806 1.226 -0.053  -0.3317
27 O 0.267 -0.068 -1.862  -0.3748
28 O 3.794 -1.852 -0.838  -0.3337
29 O -1.406 1.328 -0.301  -0.3672
30 N 1.474 2.091 0.241  0.2272
31 N 0.021 0.442 2.338  0.2288
32 C 0.183 -0.528 4.705  -0.0313
33 C 1.563 0.308 -4.258  -0.6504
34 C 2.704 -2.870 1.545  -0.5982
35 C -3.076 -3.066 0.841  -0.6198
36 C -2.698 3.488 -1.143  -0.6754
37 C 2.030 4.489 1.098  -0.0540
38 C 0.087 0.009 3.392  -0.1833
39 C 1.801 3.145 0.622  -0.1605
40 H -0.411 -1.439 4.769  0.1016
41 H 3.104 4.528 1.292  0.0786
42 H 1.235 -0.811 4.751  0.0964
43 H 1.868 5.260 0.346  0.0924
44 H 1.704 4.677 2.121  0.0882
45 H -0.138 0.242 5.405  0.0913

***

> Number 2 is which compound?

C37H65As2FeN7O4P2SSe

***

> What is the formula in the fifth record?

C8H6F12N2O12S4Zn

***

> Among the records above, which one has the highest electronic energy?

C2H9NO2

***

> Which of these has the lowest electronic energy?

C37H65As2FeN7O4P2SSe